A cluster of 3 separate species, C3H11NO4 in total in a non-equilibrium geometry. Source: OMol25; level of theory: ωB97M-V/def2-TZVPD.

Structure (XYZ):
```
19
Properties=species:S:1:pos:R:3:forces:R:3
O 0.350 0.152 2.284 0.28 0.26 0.01
C 0.547 -0.305 1.176 -0.73 -1.02 0.38
N 0.064 -1.519 0.787 0.56 -0.32 0.28
C 0.159 -2.002 -0.564 -0.22 0.84 -1.07
C -1.082 -1.646 -1.408 -0.04 0.19 0.34
O -0.813 -0.689 -2.411 0.02 0.24 0.04
H 1.108 0.175 0.386 0.26 0.65 -0.29
H -0.184 -2.166 1.518 -0.30 0.19 0.08
H 0.973 -1.498 -1.083 0.28 0.04 0.13
H 0.362 -3.052 -0.663 0.12 -0.57 0.55
H -1.462 -2.502 -1.936 -0.14 -0.44 -0.16
H -1.849 -1.298 -0.707 -0.13 0.00 -0.15
H -0.683 0.172 -1.994 -0.04 0.12 -0.04
O 2.053 2.240 1.364 -0.27 0.35 0.39
H 1.499 2.059 2.144 0.18 -0.31 -0.36
H 1.961 3.190 1.238 0.12 -0.05 -0.12
O -1.115 2.529 -1.049 0.43 -0.26 -0.22
H -1.356 2.390 -0.130 -0.21 0.09 0.04
H -1.892 2.830 -1.525 -0.17 0.01 0.18
```
Positions in Å, forces in eV/Å.

Values from the calculation:
HOMO energy ... -9.72 eV
Energy above the lowest of the compared OMol25 structures with the same formula, charge and spin ... 39.8 kcal/mol
Calculated total energy ... -476.6142 Eh
Charge ... 0
SMILES ... O=CNCCO.O.O
LUMO energy ... 0.021 Ha

***

A cluster of 2 separate species, C3H2INO2 in total in a non-equilibrium geometry. Source: OMol25; level of theory: ωB97M-V/def2-TZVPD.

Structure (XYZ):
```
9
Properties=species:S:1:pos:R:3:forces:R:3
O -1.174 2.838 3.303 -1.19 1.18 1.12
N -0.144 2.294 3.083 -1.76 0.27 -0.60
C 0.626 1.610 2.579 3.17 -1.03 -0.25
I 2.551 1.112 2.352 0.07 -0.05 0.09
C 1.130 -0.155 -0.844 0.98 -0.23 -0.54
C 0.405 -0.301 0.083 -0.78 0.74 -0.50
O -0.312 -0.350 1.127 -1.16 -1.04 2.27
H 1.991 -0.131 -1.446 0.12 0.08 -0.61
H -1.204 0.025 1.234 0.55 0.07 -0.98
```
Positions in Å, forces in eV/Å.

Values from the calculation:
HOMO energy ... -9.22 eV
Energy above the lowest of the compared OMol25 structures with the same formula, charge and spin ... 131.4 kcal/mol
Calculated total energy ... -618.2184 Eh
Charge ... 0
SMILES ... [O-][N+]#CI.C#CO
LUMO energy ... -0.014 Ha

***

A cluster of 13 separate species, C5H36N2O13 in total in a non-equilibrium geometry. Source: OMol25; level of theory: ωB97M-V/def2-TZVPD.

Structure (XYZ):
```
56
Properties=species:S:1:pos:R:3:forces:R:3
C 0.246 -0.543 0.464 -2.44 -0.15 1.21
N -0.967 -1.436 0.467 0.82 0.37 -1.20
C -0.685 -2.893 0.278 -1.08 0.42 0.15
N 0.613 -3.251 -0.184 0.56 0.36 -0.59
C -0.312 0.902 0.454 0.05 -0.60 0.77
C 0.301 1.782 -0.606 -0.44 0.23 -0.81
C 1.574 2.426 -0.176 0.83 0.78 -0.41
O 1.989 3.470 -0.633 -0.26 -0.15 -0.11
H 0.898 -0.817 -0.358 0.44 0.46 0.58
H 0.626 -0.659 1.473 1.07 -0.31 -0.62
H -1.506 -1.117 -0.340 -0.02 -0.44 0.09
H -0.962 -3.369 1.219 0.35 -0.23 0.13
H -1.433 -3.213 -0.449 0.08 -0.17 0.04
H 1.303 -3.590 0.459 -0.13 -0.09 0.17
H 0.694 -3.666 -1.097 -0.22 -0.20 0.12
H -0.202 1.276 1.473 0.76 0.50 -0.24
H -1.395 0.874 0.509 -0.02 -0.11 -1.02
H 0.445 1.241 -1.553 0.59 -0.50 0.39
H -0.324 2.545 -1.079 -0.25 0.44 0.91
H 2.229 1.962 0.581 -0.52 -0.52 0.27
H 3.807 -1.934 0.440 0.02 0.62 -0.56
H 4.041 -0.392 0.873 -0.14 -0.48 -0.96
O 3.958 -1.311 1.149 0.10 -0.43 1.64
H -1.524 -0.183 -2.589 -0.01 -0.57 0.08
H -1.600 0.359 -3.949 0.34 -0.25 -0.30
O -1.097 -0.306 -3.454 -0.25 1.05 0.07
H -0.809 2.806 3.069 0.29 0.12 -0.32
H -0.875 3.925 1.952 0.08 -0.28 0.45
O -1.393 3.276 2.450 -0.13 0.36 -0.20
H -2.925 1.687 -0.502 -0.22 0.08 -0.27
H -2.464 2.137 -1.973 -0.19 0.29 0.29
O -2.700 1.395 -1.415 -0.10 -0.53 -0.21
H 3.897 0.410 -1.819 -0.10 -0.20 0.16
H 3.938 1.590 -0.849 0.05 -0.43 -0.05
O 3.883 0.618 -0.876 0.09 0.86 -0.21
H -3.619 -0.881 -1.505 -0.53 -0.78 -0.51
H -3.190 -2.394 -2.140 -1.01 0.38 -0.06
O -2.970 -1.559 -1.730 1.39 0.51 0.57
H -2.222 -0.826 1.628 0.38 -0.24 0.41
H -2.026 -0.506 3.144 0.10 -0.05 -0.06
O -2.681 -0.508 2.442 -0.48 0.19 0.07
H 1.284 -1.535 3.031 -0.03 0.03 0.15
H 2.763 -1.284 2.853 0.14 0.34 -0.32
O 1.956 -0.864 3.191 -0.01 -0.31 0.38
H -0.303 -2.006 -4.306 -0.20 -0.30 0.12
H 0.846 -2.568 -3.552 -0.02 -0.12 -0.35
O 0.093 -2.863 -4.087 0.07 0.10 0.04
H -3.356 1.188 1.893 -0.12 -0.21 -0.28
H -2.642 2.420 1.405 -0.41 0.15 0.39
O -3.453 1.901 1.234 0.42 0.14 -0.24
H 1.141 -1.588 -1.848 0.25 -0.08 0.03
H 1.141 -0.413 -2.806 0.05 -0.30 -0.15
O 1.681 -1.175 -2.538 -0.03 0.30 0.11
H 0.632 1.312 4.565 0.04 0.12 -0.03
H 1.120 0.969 3.174 0.05 0.02 0.13
O 0.631 1.652 3.663 -0.03 -0.18 0.12
```
Positions in Å, forces in eV/Å.

Values from the calculation:
HOMO energy ... -9.53 eV
Energy above the lowest of the compared OMol25 structures with the same formula, charge and spin ... 94.7 kcal/mol
Calculated total energy ... -1299.7055 Eh
Charge ... 0
LUMO energy ... 0.004 Ha

***

A cluster of 13 separate species, C42H118N8O13 in total in a non-equilibrium geometry. Source: OMol25; level of theory: ωB97M-V/def2-TZVPD.

Structure (XYZ):
```
181
Properties=species:S:1:pos:R:3:forces:R:3
C -0.072 1.963 4.381 -0.65 -0.37 0.29
C -0.911 2.728 3.384 1.07 0.91 -0.19
O -0.166 3.891 3.012 -1.31 0.55 0.56
H 0.882 1.768 3.891 0.08 -0.30 0.28
H -0.584 1.054 4.695 0.24 -0.37 -0.22
H 0.096 2.512 5.308 0.12 0.36 -0.21
H -1.867 3.068 3.781 -0.05 -0.14 0.01
H -1.058 2.147 2.474 -0.42 -0.41 0.03
H 0.498 3.633 2.368 0.75 -0.06 -0.45
C 1.549 -2.958 5.187 -0.90 0.40 0.06
C 0.115 -2.447 5.417 1.03 -1.90 0.86
O -0.319 -1.572 4.460 -0.02 1.91 -0.37
H 2.169 -2.086 4.980 0.29 -0.21 -0.15
H 1.490 -3.658 4.354 0.54 0.03 -0.15
H 1.889 -3.466 6.089 0.16 -0.08 -0.11
H 0.087 -2.008 6.415 -0.45 0.23 -0.13
H -0.537 -3.318 5.357 -0.20 -0.24 0.71
H -0.455 -2.042 3.634 -0.25 -0.16 -0.95
C 3.752 0.772 2.996 -0.59 -0.38 0.12
C 4.169 1.515 4.254 0.27 0.72 -1.06
O 3.771 2.905 4.164 -0.15 -0.47 -0.20
H 2.665 0.762 2.919 0.03 0.28 -0.22
H 4.011 -0.287 3.023 0.28 -0.10 0.42
H 4.199 1.137 2.071 -0.12 0.34 0.20
H 5.258 1.548 4.243 0.12 -0.54 0.72
H 3.692 1.084 5.134 0.41 -0.21 0.12
H 4.329 3.383 4.782 -0.13 0.17 0.02
C 4.120 3.755 -3.901 0.26 -0.29 1.18
C 3.163 2.608 -3.636 -0.85 0.76 -1.24
O 3.286 1.705 -4.707 0.56 -0.47 -0.47
H 3.911 4.501 -3.135 0.21 0.30 -0.11
H 4.084 4.199 -4.896 -0.43 -0.26 0.03
H 5.136 3.395 -3.734 0.12 0.10 -0.09
H 2.140 2.980 -3.687 -0.17 0.21 0.32
H 3.253 2.129 -2.661 0.56 0.03 0.14
H 2.740 0.934 -4.537 -0.21 -0.32 0.14
C -4.680 -2.067 5.007 0.20 0.90 0.15
C -3.656 -0.886 4.998 -0.32 -1.87 0.57
O -2.589 -1.250 5.901 -1.11 0.80 -0.57
H -5.509 -1.814 4.346 -0.07 -0.30 -0.17
H -5.105 -2.279 5.989 0.07 0.48 0.21
H -4.213 -3.015 4.740 0.16 0.20 -0.46
H -4.116 0.073 5.238 -0.10 0.00 0.50
H -3.304 -0.757 3.975 0.40 -0.16 -0.05
H -1.804 -1.157 5.356 0.61 -0.04 -0.03
C -2.886 -2.092 -5.847 1.12 0.10 -0.12
C -3.609 -2.188 -4.512 -0.85 0.60 -1.11
C -3.085 -1.306 -3.380 0.42 -0.79 0.02
O -2.714 -0.028 -3.789 0.12 1.07 -0.44
C -2.206 0.817 -2.757 0.54 0.34 -0.80
N -5.004 -1.839 -4.730 -1.04 0.35 0.13
H -3.221 -2.853 -6.552 -0.16 -0.14 0.15
H -1.807 -2.212 -5.744 0.21 -0.15 0.06
H -3.010 -1.134 -6.352 -0.21 0.16 0.29
H -3.649 -3.239 -4.226 0.48 0.00 0.52
H -2.195 -1.808 -3.003 0.03 -0.13 0.69
H -3.890 -1.200 -2.653 0.08 -0.44 0.47
H -1.802 1.705 -3.245 -0.25 0.07 -0.20
H -1.326 0.409 -2.260 -0.13 -0.54 0.23
H -2.926 1.171 -2.020 -0.35 -0.43 0.07
H -5.379 -2.291 -5.551 0.02 -0.44 -0.07
H -5.058 -0.864 -4.987 0.04 0.42 0.20
C -1.323 -0.887 0.472 1.32 0.44 -0.23
C -0.008 -1.697 0.759 -0.09 2.70 -0.08
C 1.128 -0.787 1.359 -0.56 -0.36 0.20
O 1.576 0.291 0.590 0.63 0.03 -0.83
C 1.989 0.042 -0.762 -0.92 0.45 0.26
N -0.344 -2.627 1.762 -0.44 -1.13 1.23
H -1.094 0.033 -0.064 0.10 0.09 -0.11
H -1.741 -0.561 1.424 -0.14 -0.20 0.04
H -2.055 -1.416 -0.139 0.08 -0.30 0.22
H 0.342 -2.211 -0.136 0.20 0.18 -0.41
H 1.966 -1.373 1.735 0.43 -0.72 -0.65
H 0.851 -0.339 2.313 -0.95 0.14 -0.07
H 2.726 -0.733 -0.973 0.14 -0.25 0.69
H 2.405 0.989 -1.106 -0.17 -0.12 -0.12
H 1.089 -0.198 -1.328 0.05 0.06 -0.35
H -0.929 -3.300 1.287 -0.23 -0.46 0.40
H 0.462 -3.132 2.102 0.17 -0.29 -0.28
C 3.292 -3.736 0.232 -0.21 -0.68 0.51
C 3.388 -4.067 1.742 -0.79 1.13 -1.33
C 2.540 -5.269 2.146 -1.24 0.88 0.25
O 1.135 -4.996 1.949 1.00 -0.25 0.02
C 0.401 -6.106 2.417 -0.21 0.13 -0.26
N 4.733 -4.280 2.128 1.20 -0.79 0.15
H 3.715 -2.772 -0.049 0.03 0.01 0.33
H 2.239 -3.768 -0.049 -0.02 0.07 -0.20
H 3.829 -4.503 -0.327 -0.03 -0.12 -0.18
H 3.162 -3.125 2.241 -1.03 -0.26 0.42
H 2.717 -5.514 3.193 -0.05 0.31 0.48
H 2.799 -6.209 1.659 0.25 0.06 -0.77
H 0.802 -6.976 1.897 -0.10 -0.50 0.45
H -0.656 -6.034 2.162 0.05 0.37 -0.16
H 0.469 -6.139 3.504 0.14 -0.49 0.12
H 4.704 -4.450 3.123 0.45 0.09 0.39
H 4.967 -5.178 1.730 0.78 -0.28 -0.14
C 5.066 -0.830 -2.801 -0.16 0.36 1.09
C 4.514 -1.583 -3.965 -0.24 -0.94 0.91
C 2.991 -1.948 -3.929 1.48 1.44 0.56
O 2.236 -0.728 -3.895 1.02 -0.49 -0.30
C 0.881 -0.997 -3.991 -0.76 0.13 -0.44
N 4.940 -0.853 -5.107 -0.45 -0.25 -1.18
H 4.667 0.184 -2.765 -0.08 0.11 -0.01
H 6.145 -0.747 -2.937 -0.04 -0.04 0.14
H 4.845 -1.306 -1.846 0.09 -0.06 0.12
H 5.057 -2.528 -3.981 -0.18 -0.44 -0.03
H 2.728 -2.482 -3.016 0.09 -0.48 0.03
H 2.816 -2.548 -4.822 -0.55 0.01 -0.12
H 0.673 -1.532 -4.917 -0.19 -0.22 -0.13
H 0.338 -0.053 -4.041 -0.06 -0.04 0.24
H 0.558 -1.604 -3.145 -0.30 -0.03 0.18
H 4.573 -1.377 -5.888 0.18 0.30 -0.75
H 4.460 0.036 -5.085 0.12 0.50 -0.29
C -3.485 -3.970 1.428 -0.94 0.74 -0.74
C -4.186 -3.666 0.023 1.42 -0.88 -0.23
C -3.388 -4.436 -1.113 0.32 0.47 2.29
O -2.083 -3.816 -1.170 -0.76 -0.27 -1.59
C -1.193 -4.378 -2.171 -0.76 0.36 0.91
N -5.606 -3.999 -0.003 0.14 -0.24 0.00
H -3.053 -3.087 1.899 0.07 0.21 -0.30
H -2.682 -4.701 1.339 -0.15 -0.14 -0.10
H -4.231 -4.296 2.152 -0.08 -0.32 -0.19
H -4.127 -2.617 -0.266 0.26 0.16 0.37
H -4.037 -4.525 -1.984 0.58 0.69 -0.75
H -3.225 -5.457 -0.768 -0.13 -0.41 0.09
H -0.521 -3.579 -2.484 0.21 -0.14 0.24
H -1.708 -4.717 -3.070 -0.28 -0.06 0.06
H -0.681 -5.215 -1.697 0.34 -0.04 -0.27
H -5.702 -4.974 -0.250 -0.14 -0.46 0.34
H -6.032 -3.534 -0.792 -0.13 0.36 -0.07
C -6.008 2.476 -0.270 1.37 -0.43 -0.37
C -5.819 2.921 1.189 -1.10 -0.25 -0.74
C -4.458 2.576 1.811 -0.61 -0.91 -1.12
O -4.038 1.214 1.561 0.36 -0.37 0.27
C -4.882 0.121 1.981 -1.28 1.70 -0.27
N -6.114 4.349 1.266 -0.41 -0.66 -0.09
H -5.946 1.390 -0.338 -0.13 -0.09 0.11
H -5.169 2.794 -0.889 0.13 0.37 -0.19
H -6.928 2.782 -0.768 -0.07 0.26 0.51
H -6.624 2.317 1.607 -0.07 0.42 1.11
H -4.436 2.871 2.860 -0.07 -0.33 0.30
H -3.745 3.218 1.293 0.36 -0.21 0.03
H -4.580 -0.866 1.632 0.85 0.33 0.16
H -5.864 0.256 1.527 -0.26 -0.04 -0.22
H -5.111 0.156 3.046 0.50 -0.19 0.18
H -6.010 4.765 2.180 0.29 0.08 -0.17
H -5.629 4.827 0.520 0.13 0.35 0.36
C 3.206 5.331 1.303 0.28 -0.14 -1.04
C 2.867 4.015 0.589 -0.17 0.24 0.00
C 4.103 3.235 0.160 0.89 0.69 1.05
O 4.946 4.048 -0.607 1.15 0.86 -1.36
C 6.164 3.455 -1.099 -1.10 -1.18 0.44
N 2.061 3.210 1.485 -0.17 0.06 -0.03
H 2.315 5.909 1.548 -0.02 -0.21 0.11
H 3.823 5.921 0.625 0.02 0.16 0.09
H 3.804 5.136 2.193 -0.13 -0.07 0.15
H 2.280 4.165 -0.316 -0.14 0.47 -0.13
H 3.792 2.302 -0.309 0.21 -0.18 -0.34
H 4.683 3.035 1.061 -0.12 -0.64 0.44
H 6.758 4.075 -1.771 -0.72 0.39 0.01
H 5.851 2.531 -1.587 0.23 -0.10 -0.61
H 6.860 3.095 -0.342 -0.13 0.34 0.74
H 1.882 2.298 1.089 0.05 -0.37 0.09
H 2.580 3.109 2.345 0.02 -0.24 0.33
C 0.686 5.512 -3.765 1.49 -1.35 0.81
C -0.765 5.143 -3.656 0.03 1.36 -0.51
C -1.212 4.866 -2.233 0.71 -0.79 1.39
O -0.533 3.695 -1.681 -1.04 -0.13 0.05
C -0.870 3.372 -0.309 0.74 0.50 -0.11
N -1.401 6.373 -4.187 -0.36 -1.12 0.34
H 1.037 5.753 -4.768 -0.28 -0.23 -0.02
H 1.262 4.691 -3.339 0.29 -0.10 -0.36
H 0.991 6.331 -3.112 -0.51 0.40 0.08
H -1.034 4.304 -4.298 0.14 -0.12 -0.02
H -2.299 4.811 -2.172 -0.32 -0.63 -0.18
H -0.989 5.687 -1.551 0.37 0.51 -0.14
H -0.264 2.551 0.075 0.31 -0.24 -0.71
H -1.891 3.055 -0.095 -0.40 0.32 -0.55
H -0.575 4.185 0.355 -0.36 0.37 -0.01
H -2.381 6.311 -3.951 -0.35 0.59 -0.01
H -0.942 7.086 -3.639 -0.54 0.65 -0.04
```
Positions in Å, forces in eV/Å.

Values from the calculation:
HOMO energy ... -8.93 eV
Energy above the lowest of the compared OMol25 structures with the same formula, charge and spin ... 44.4 kcal/mol
Calculated total energy ... -3086.9133 Eh
Charge ... 0
LUMO energy ... 0.010 Ha